DFT (wB97M-V/def2-TZVPD) results for 14 unconnected molecules or ions with the total composition C24H80N4O14 in a non-equilibrium geometry.

XYZ file:
```
122
Properties=species:S:1:pos:R:3:lowdin_charge:R:1
C 1.959 0.980 -6.844 -0.063
C 0.564 0.568 -6.492 -0.460
C -0.189 1.569 -5.591 -0.161
O 0.570 1.799 -4.396 -0.203
C -0.254 2.221 -3.372 -0.130
N -0.214 0.477 -7.740 0.018
H 2.463 0.961 -5.843 0.089
H 1.887 2.022 -7.191 0.094
H 2.457 0.338 -7.541 0.071
H 0.598 -0.470 -5.988 0.144
H -1.188 1.209 -5.320 0.128
H -0.207 2.539 -6.140 0.140
H -0.966 1.449 -3.034 0.081
H -0.828 3.156 -3.503 0.106
H 0.336 2.288 -2.467 0.063
H -1.068 -0.112 -7.655 0.090
H 0.360 -0.001 -8.424 0.059
C 3.275 -0.635 0.840 -0.038
C 3.870 0.570 0.024 -0.441
C 4.715 1.536 0.828 -0.188
O 4.018 2.136 1.912 -0.206
C 4.765 2.414 3.060 -0.134
N 4.699 0.128 -1.040 0.052
H 2.687 -0.270 1.672 0.052
H 4.099 -1.204 1.257 0.077
H 2.639 -1.271 0.277 0.043
H 2.983 1.041 -0.401 0.125
H 5.164 2.261 0.182 0.115
H 5.519 0.845 1.259 0.145
H 4.174 2.942 3.754 0.055
H 5.624 3.094 2.944 0.095
H 5.147 1.542 3.582 0.090
H 4.078 -0.109 -1.808 0.051
H 5.140 -0.718 -0.740 0.067
C -1.379 5.042 -0.926 -0.038
C -0.841 3.735 -0.243 -0.380
C 0.636 3.687 -0.152 -0.221
O 1.120 4.701 0.755 -0.205
C 2.499 5.033 0.561 -0.071
N -1.507 3.577 1.127 0.074
H -2.472 4.966 -0.969 0.079
H -0.938 5.082 -1.917 0.058
H -1.036 5.958 -0.474 0.066
H -1.156 2.874 -0.833 0.110
H 1.142 3.818 -1.132 0.121
H 0.868 2.646 0.180 0.125
H 3.146 4.276 0.906 0.053
H 2.645 6.023 1.053 0.104
H 2.635 5.189 -0.490 0.075
H -0.999 4.223 1.738 0.062
H -1.297 2.690 1.521 -0.013
C 0.874 -3.202 2.352 -0.047
C 0.144 -2.981 3.685 -0.413
C -0.215 -4.389 4.056 -0.298
O -0.889 -5.013 3.052 -0.187
C -1.644 -6.060 3.654 -0.068
N 0.972 -2.310 4.718 0.040
H 1.545 -4.083 2.369 0.095
H 1.449 -2.270 2.100 0.069
H 0.073 -3.466 1.637 0.065
H -0.715 -2.331 3.500 0.119
H -0.796 -4.411 4.988 0.122
H 0.725 -4.966 4.249 0.141
H -2.330 -5.678 4.342 0.072
H -0.996 -6.845 4.017 0.100
H -2.208 -6.467 2.880 0.073
H 0.497 -2.080 5.608 0.084
H 1.946 -2.600 4.758 0.073
O -2.886 1.713 3.532 -0.067
H -3.322 2.473 3.109 0.089
H -2.248 2.164 4.142 0.053
O -3.603 0.596 -0.824 -0.042
H -2.829 0.984 -0.401 0.006
H -3.862 -0.099 -0.242 0.024
O -3.529 -2.465 3.086 -0.033
H -4.137 -1.745 3.215 0.039
H -3.904 -3.114 3.703 0.068
O -2.619 -3.714 0.824 -0.040
H -1.718 -3.988 0.954 0.014
H -3.048 -3.588 1.676 0.002
O -2.333 -0.698 -3.016 -0.117
H -2.456 0.041 -2.389 -0.011
H -2.746 -1.385 -2.415 0.021
O -4.845 0.277 5.036 -0.127
H -4.087 0.782 4.597 0.008
H -4.711 0.398 6.023 0.058
C -0.318 -0.598 -0.161 -0.049
C -0.776 -0.316 1.252 -0.268
O -1.805 0.694 1.177 -0.145
H -1.131 -0.793 -0.821 0.044
H 0.363 -1.484 -0.124 0.075
H 0.239 0.236 -0.580 0.067
H 0.096 -0.037 1.936 0.115
H -1.205 -1.147 1.737 0.067
H -2.078 0.919 2.122 0.068
C 1.548 1.833 4.290 -0.066
C 0.464 2.466 3.435 -0.234
O -0.684 2.970 4.237 -0.102
H 1.949 2.529 5.049 0.087
H 2.329 1.398 3.684 0.051
H 1.044 1.019 4.806 0.067
H 0.005 1.723 2.788 0.072
H 0.893 3.304 2.849 0.113
H -0.388 3.728 4.707 0.077
C -3.491 -3.807 -3.491 -0.085
C -4.586 -3.540 -2.458 -0.268
O -4.104 -2.632 -1.431 -0.126
H -3.904 -4.395 -4.268 0.053
H -2.528 -4.172 -3.054 0.093
H -3.184 -2.889 -3.986 0.054
H -4.915 -4.448 -1.954 0.106
H -5.469 -3.051 -2.881 0.113
H -3.707 -3.156 -0.706 0.044
C 0.858 -2.276 -3.533 -0.088
C 2.175 -1.517 -3.442 -0.308
O 2.185 -0.174 -2.963 -0.115
H 0.009 -1.768 -4.054 0.067
H 0.434 -2.609 -2.575 0.067
H 1.073 -3.143 -4.133 0.063
H 2.682 -1.450 -4.453 0.121
H 2.804 -2.083 -2.763 0.100
H 1.639 0.372 -3.574 0.058
```

For the HOMO energy, the calculation gives -9.131 eV. The HOMO-LUMO gap is 0.3446 hartree. The energy above the lowest of the compared OMol25 structures with the same formula, charge and spin is 0.0 kJ/mol. Its electronic energy is -2234.64090 Ha.



DFT (wB97M-V/def2-TZVPD) results for a molecular structure, C39H66BrGeN2O6SiTi in a non-equilibrium geometry.

XYZ file:
```
117
Properties=species:S:1:pos:R:3:mulliken_spin:R:1
Ti -1.069 0.054 -1.277 0.909
C -1.990 -4.614 0.021 0.002
C -2.383 -3.185 0.404 0.000
C -1.681 -2.813 1.703 0.002
C -3.890 -3.107 0.611 -0.003
O -1.977 -2.261 -0.605 -0.004
Ge -1.641 -2.638 -2.367 -0.002
O 0.080 -2.027 -1.948 0.038
C 1.281 -2.429 -2.603 0.003
C 2.452 -1.898 -1.785 0.007
C 1.326 -1.864 -4.022 -0.003
C 1.355 -3.954 -2.658 0.001
O -1.969 -0.600 -2.905 0.044
C -2.437 0.004 -4.112 0.022
C -3.230 -1.019 -4.918 0.000
C -1.257 0.497 -4.946 -0.017
C -3.324 1.195 -3.762 0.043
H -2.267 -5.308 0.816 0.000
H -0.910 -4.674 -0.141 -0.001
H -2.495 -4.918 -0.899 0.000
H -1.960 -3.514 2.494 0.001
H -1.966 -1.806 2.009 0.002
H -0.599 -2.841 1.565 -0.002
H -4.188 -3.728 1.459 0.000
H -4.418 -3.452 -0.281 0.000
H -4.187 -2.079 0.813 0.000
H 2.298 -0.844 -1.562 -0.001
H 3.390 -2.015 -2.334 0.000
H 2.523 -2.441 -0.843 0.000
H 1.282 -0.776 -3.986 0.000
H 0.465 -2.227 -4.589 0.000
H 2.239 -2.172 -4.538 0.000
H 1.271 -4.367 -1.651 0.001
H 2.303 -4.274 -3.093 0.000
H 0.540 -4.356 -3.265 -0.001
H -2.605 -1.885 -5.144 0.000
H -3.573 -0.580 -5.856 0.000
H -4.097 -1.364 -4.349 0.000
H -0.672 -0.344 -5.319 0.000
H -0.605 1.129 -4.342 0.016
H -1.615 1.078 -5.798 0.001
H -4.178 0.880 -3.166 -0.010
H -3.691 1.671 -4.674 0.001
H -2.760 1.931 -3.185 0.004
C -5.342 -0.882 -1.451 -0.003
O -5.533 -0.381 -0.133 -0.004
C -5.038 0.875 0.107 -0.117
C -5.906 1.790 0.663 0.282
C -5.487 3.106 0.959 -0.062
C -4.226 3.503 0.649 0.145
C -3.287 2.581 0.076 -0.054
C -2.048 3.025 -0.316 0.373
N -1.121 2.208 -0.989 0.372
N 0.010 2.772 -1.212 0.170
C 0.894 1.950 -1.853 0.126
O 0.572 0.726 -2.086 0.129
C 2.209 2.480 -2.178 0.018
C 2.579 3.778 -1.802 0.085
C 3.848 4.251 -2.082 -0.047
C 4.771 3.443 -2.740 0.092
C 4.408 2.160 -3.126 -0.059
C 3.137 1.682 -2.853 0.079
C -3.683 1.200 -0.111 0.220
O -2.803 0.292 -0.444 0.047
H -5.849 -1.844 -1.487 0.000
H -4.284 -1.016 -1.679 0.003
H -5.805 -0.212 -2.181 0.000
H -6.919 1.466 0.864 0.012
H -6.190 3.802 1.400 -0.001
H -3.901 4.520 0.833 0.001
H -1.761 4.061 -0.188 0.004
H 1.856 4.395 -1.287 0.005
H 4.126 5.255 -1.787 -0.001
H 5.765 3.815 -2.952 0.007
H 5.120 1.531 -3.645 -0.002
H 2.847 0.688 -3.167 0.027
C -0.558 0.197 4.368 -0.002
C 0.762 0.994 4.332 0.000
C 1.448 0.892 5.708 0.001
C 0.372 2.461 4.085 -0.014
Si 1.944 0.380 2.984 0.005
Br 0.183 0.030 0.994 0.075
C 3.058 1.641 2.118 0.005
C 2.273 2.802 1.480 -0.018
C 4.051 2.232 3.138 0.001
C 3.844 0.973 0.976 -0.002
C 2.584 -1.401 3.136 0.002
C 1.603 -2.282 3.928 0.000
C 3.946 -1.394 3.856 0.000
C 2.749 -2.086 1.767 -0.003
H -1.221 0.660 5.105 0.000
H -0.413 -0.842 4.656 -0.001
H -1.056 0.214 3.400 0.000
H 0.766 1.271 6.474 0.000
H 2.367 1.484 5.753 0.000
H 1.699 -0.138 5.968 0.000
H -0.355 2.763 4.843 0.000
H -0.091 2.586 3.104 0.012
H 1.229 3.132 4.161 0.000
H 1.822 3.457 2.220 -0.001
H 1.490 2.445 0.815 0.032
H 2.971 3.397 0.886 -0.002
H 3.536 2.747 3.954 0.000
H 4.689 2.962 2.632 0.000
H 4.697 1.467 3.578 0.000
H 3.168 0.522 0.246 0.006
H 4.535 0.210 1.338 0.000
H 4.432 1.737 0.457 0.001
H 1.468 -1.942 4.955 0.000
H 2.000 -3.300 3.966 0.000
H 0.628 -2.318 3.439 0.000
H 3.876 -0.973 4.864 0.000
H 4.696 -0.825 3.303 0.000
H 4.306 -2.423 3.945 0.000
H 1.811 -2.087 1.217 0.002
H 3.056 -3.123 1.934 0.000
H 3.503 -1.607 1.147 0.000
```

For the HOMO energy (spin up / spin down), the calculation gives -5.295 / -7.669 eV. The HOMO-LUMO gap (spin up / spin down) is 0.2028 / 0.2196 hartree. The expectation value of S² is 3.792. As for the multiplicity: 4. The energy above the lowest of the compared OMol25 structures with the same formula, charge and spin is 119.0 kJ/mol. Its electronic energy is -7876.66795 Ha.



DFT (wB97M-V/def2-TZVPD) results for a gas-phase ion, C23H38NO4 (charge +1) in a non-equilibrium geometry.

XYZ file:
```
66
Properties=species:S:1:pos:R:3:nbo_charge:R:1
C -6.326 5.718 -1.917 -0.612
C -5.154 6.622 -2.365 -0.398
C -3.810 5.881 -2.387 -0.396
C -3.710 4.881 -3.568 -0.395
C -2.590 3.841 -3.331 -0.394
C -3.102 2.634 -2.505 -0.397
C -2.221 1.380 -2.804 -0.385
C -3.075 0.104 -2.526 -0.394
C -2.121 -1.029 -2.027 -0.441
C -2.188 -1.207 -0.495 -0.057
O -2.056 -2.609 -0.075 -0.524
C -0.786 -3.039 -0.216 0.770
O -0.367 -3.505 -1.253 -0.486
C 0.183 -3.013 0.950 -0.015
C -0.103 -3.591 2.183 -0.212
C 0.838 -3.559 3.154 0.084
N 2.036 -2.982 2.966 -0.273
C 2.975 -3.035 4.103 -0.256
C 4.119 -4.061 3.865 -0.088
O 5.382 -3.479 4.207 -0.552
C 6.111 -4.460 4.920 0.635
O 7.082 -4.958 4.443 -0.467
C 2.360 -2.395 1.794 0.305
C 3.735 -1.778 1.626 -0.302
C 3.954 -0.518 2.537 -0.613
C 4.097 -1.385 0.169 -0.392
C 5.575 -1.820 -0.115 -0.603
C 1.419 -2.417 0.793 -0.169
H -6.422 5.707 -0.826 0.204
H -6.238 4.703 -2.323 0.196
H -7.272 6.117 -2.304 0.212
H -5.380 7.042 -3.356 0.199
H -5.139 7.489 -1.690 0.205
H -3.569 5.411 -1.424 0.191
H -3.029 6.635 -2.573 0.203
H -4.642 4.321 -3.704 0.194
H -3.490 5.493 -4.451 0.208
H -1.723 4.297 -2.832 0.199
H -2.231 3.451 -4.291 0.198
H -4.139 2.395 -2.774 0.196
H -3.065 2.814 -1.424 0.199
H -1.820 1.383 -3.822 0.207
H -1.366 1.403 -2.114 0.181
H -3.578 -0.242 -3.431 0.225
H -3.756 0.327 -1.698 0.196
H -1.073 -0.858 -2.303 0.204
H -2.394 -1.987 -2.488 0.235
H -1.330 -0.679 -0.052 0.164
H -3.129 -0.851 -0.075 0.212
H -1.057 -4.077 2.360 0.264
H 0.623 -4.007 4.117 0.241
H 2.425 -3.399 4.976 0.232
H 3.349 -2.051 4.385 0.263
H 4.112 -4.312 2.795 0.195
H 3.979 -4.983 4.443 0.202
H 5.680 -4.702 5.909 0.133
H 4.500 -2.497 1.943 0.252
H 4.663 -0.741 3.345 0.228
H 3.035 -0.159 3.017 0.213
H 4.388 0.316 1.980 0.242
H 3.496 -1.878 -0.601 0.208
H 4.049 -0.309 -0.021 0.217
H 6.226 -1.685 0.751 0.212
H 5.526 -2.877 -0.406 0.212
H 5.917 -1.263 -0.992 0.228
H 1.612 -1.964 -0.172 0.256
```

For the HOMO energy, the calculation gives -12.112 eV. The structure (SMILES) is CCCCCCCCCCOC(=O)c1cc[n+](CCOC=O)c([C@H](C)CC)c1. The HOMO-LUMO gap is 0.2823 hartree. Its net charge is +1. The energy above the lowest of the compared OMol25 structures with the same formula, charge and spin is 0.0 kJ/mol. Its electronic energy is -1254.61310 Ha.



DFT (wB97M-V/def2-TZVPD) results for a molecular structure, C26H71CuN5O16 in a non-equilibrium geometry.

XYZ file:
```
119
Properties=species:S:1:pos:R:3:mulliken_spin:R:1
Cu 0.556 -4.502 -3.554 -0.002
C -1.646 -1.508 -1.617 0.106
C -1.796 -0.451 -0.790 -0.154
C -0.923 -0.289 0.450 0.022
O -0.779 0.837 1.022 0.323
C -0.072 -1.250 0.888 0.110
C -0.011 -2.501 0.195 0.206
C -0.705 -2.558 -1.265 -0.042
O -0.536 -3.610 -1.976 -0.011
O 0.602 -3.479 0.638 0.167
O -2.726 0.403 -1.162 0.030
H -2.216 -1.601 -2.529 0.024
H 0.564 -1.038 1.735 0.202
O -2.944 2.946 1.131 0.001
H -2.434 2.136 1.129 -0.003
H -2.616 3.438 0.378 0.000
O -4.760 -1.928 -1.141 0.001
H -4.223 -1.217 -0.792 -0.001
H -4.598 -1.912 -2.084 0.000
O -2.043 -5.216 -0.570 0.000
H -1.428 -4.520 -0.805 0.000
H -2.723 -4.774 -0.063 0.000
O -1.004 -3.926 -4.902 0.000
H -1.018 -3.917 -5.859 0.000
H -1.924 -3.853 -4.648 0.000
O -5.471 1.695 0.691 0.000
H -4.895 1.130 0.176 0.000
H -4.959 2.490 0.838 0.000
O 2.679 -1.362 -1.811 -0.001
H 2.420 -0.472 -1.573 0.000
H 2.382 -1.902 -1.079 -0.001
O 2.130 -5.561 0.224 0.002
H 1.479 -4.868 0.337 -0.001
H 2.557 -5.629 1.078 0.000
C -0.293 5.537 -2.987 0.000
C -1.142 4.199 -2.982 0.000
C -0.436 2.985 -3.709 0.001
O 0.821 2.598 -3.080 0.001
C 1.461 1.575 -3.841 -0.001
N -1.532 3.836 -1.625 0.000
H 0.008 5.796 -4.002 0.000
H 0.592 5.384 -2.370 0.000
H -0.891 6.360 -2.595 0.000
H -2.122 4.353 -3.434 0.000
H -0.250 3.196 -4.762 0.000
H -1.044 2.082 -3.760 -0.001
H 2.468 1.481 -3.436 0.000
H 1.598 1.634 -4.921 0.000
H 0.927 0.646 -3.640 0.001
H -0.647 3.854 -1.140 0.000
H -1.642 2.836 -1.525 0.000
C 1.161 -3.798 5.356 0.002
C 1.105 -3.210 3.940 0.008
C 2.450 -2.849 3.352 -0.001
O 3.108 -1.893 4.159 0.000
C 4.493 -1.792 3.833 0.000
N 0.495 -4.234 3.167 0.004
H 0.168 -4.174 5.603 0.000
H 1.651 -3.188 6.115 0.000
H 1.771 -4.701 5.348 0.000
H 0.543 -2.277 3.904 -0.002
H 2.297 -2.392 2.374 -0.006
H 3.079 -3.719 3.164 0.000
H 4.990 -2.725 4.102 0.000
H 4.997 -1.028 4.424 0.000
H 4.622 -1.465 2.801 0.000
H -0.389 -4.426 3.616 0.001
H 0.319 -3.951 2.213 -0.001
C -3.895 1.488 -4.919 0.000
C -3.984 -0.023 -5.073 0.001
C -2.619 -0.740 -5.477 -0.004
O -1.990 -0.064 -6.619 0.000
C -0.705 -0.653 -6.813 0.000
N -4.536 -0.544 -3.826 0.000
H -3.199 1.798 -5.698 0.000
H -3.625 1.793 -3.908 0.000
H -4.790 2.015 -5.251 0.000
H -4.604 -0.247 -5.941 0.000
H -2.802 -1.784 -5.734 0.000
H -2.020 -0.624 -4.574 0.001
H -0.100 -0.254 -7.627 0.000
H -0.930 -1.689 -7.070 0.000
H -0.054 -0.673 -5.939 0.000
H -3.750 -0.438 -3.201 -0.002
H -5.200 0.128 -3.470 0.000
C -0.448 2.284 4.551 0.001
C -0.131 0.786 4.612 -0.002
C 0.061 0.404 6.101 0.001
O 1.211 1.018 6.624 0.000
C 2.513 0.569 6.196 0.000
N -1.216 0.092 3.930 0.003
H 0.382 2.850 4.974 0.000
H -1.324 2.401 5.188 0.000
H -0.598 2.613 3.523 0.000
H 0.772 0.642 4.018 0.000
H 0.190 -0.655 6.325 0.000
H -0.787 0.709 6.715 0.000
H 2.610 0.699 5.118 0.000
H 2.808 -0.465 6.373 0.000
H 3.331 1.099 6.685 0.000
H -0.798 -0.827 3.952 -0.001
H -1.181 0.437 2.981 0.003
C 4.087 2.254 -0.700 0.000
C 3.103 1.517 0.109 0.001
C 2.501 2.189 1.368 0.003
O 3.433 2.922 2.116 0.000
C 2.989 3.317 3.375 0.000
N 1.964 0.915 -0.597 0.008
H 4.505 1.716 -1.550 0.000
H 4.875 2.432 0.032 0.000
H 3.679 3.198 -1.061 0.000
H 3.709 0.647 0.362 -0.002
H 2.023 1.562 2.121 -0.002
H 1.618 2.789 1.152 0.002
H 2.692 2.398 3.881 0.000
H 2.097 3.937 3.287 0.000
H 3.684 3.889 3.989 0.000
H 1.504 1.660 -1.100 0.003
H 1.287 0.751 0.135 -0.002
```

For the HOMO energy (spin up / spin down), the calculation gives -9.294 / -9.282 eV. The HOMO-LUMO gap (spin up / spin down) is 0.2541 / 0.1878 hartree. The expectation value of S² is 0.782. As for the multiplicity: 2. Its electronic energy is -4151.03105 Ha.